one) A structure of composition C4H3N3O. Source: OMol25; level of theory: ωB97M-V with the def2-TZVPD basis set.

```
! RIJCOSX wB97M-V def2-TZVPD def2/J DEFGRID3
* xyz 0 1
C -1.49342 -0.77308 0.04588
C -0.22307 0.78256 -0.19746
C 0.95740 1.35746 0.10517
C -0.06510 -0.63909 0.08408
H -2.10574 -1.21926 -0.89541
H -2.11150 -1.01666 0.93634
H 1.27724 2.31003 0.27644
N 2.13466 0.65640 -0.05230
N 2.12081 -0.75196 -0.14231
N 1.04238 -1.48336 -0.01992
O -1.53365 0.77697 -0.14052
*
```

For the orbital gap, the calculation gives 9.57 eV. The calculation puts the LUMO energy at -0.346 eV. Its HOMO energy is -0.364 Eh.

Want to see where the charge sits? The Löwdin charges in e are: atom 1 (C): 0.001, atom 2 (C): -0.239, atom 3 (C): -0.060, atom 4 (C): -0.184, atom 5 (H): 0.185, atom 6 (H): 0.135, atom 7 (H): 0.079, atom 8 (N): 0.047, atom 9 (N): -0.057, atom 10 (N): 0.068, atom 11 (O): 0.026

---

two) The molecule C4H3N3O. Source: OMol25; level of theory: ωB97M-V with the def2-TZVPD basis set.

```
! RIJCOSX wB97M-V def2-TZVPD def2/J DEFGRID3
* xyz 0 1
C 1.52058 0.51219 2.24434
C 0.96929 0.53548 1.13371
C 0.33413 0.03972 0.06912
N 0.60127 0.59248 -1.20651
N -0.07931 -0.09363 -2.21642
N -0.95891 -0.77384 -1.59388
C -0.88145 -0.72201 -0.21369
O -1.99801 -1.20430 0.51600
H 1.92668 1.11878 3.03585
H 1.26345 1.28242 -1.39677
H -2.69770 -1.28731 -0.37175
*
```

For the orbital gap, the calculation gives 8.62 eV. The calculation puts the LUMO energy at -0.155 eV. Its HOMO energy is -0.322 Eh.

Want to see where the charge sits? The Löwdin charges in e are: atom 1 (C): 0.153, atom 2 (C): -0.105, atom 3 (C): -0.206, atom 4 (N): 0.055, atom 5 (N): 0.017, atom 6 (N): -0.007, atom 7 (C): -0.256, atom 8 (O): -0.025, atom 9 (H): 0.035, atom 10 (H): 0.122, atom 11 (H): 0.217

---

Relative to the most stable one, in hartree, the structures come out at one) 0.0282; two) 0.0000.